1.
Formula: C4H12N2
Source: OMol25
Level of theory: ωB97M-V/def2-TZVPD

XYZ file:
```
18
Properties=species:S:1:pos:R:3:forces:R:3:mulliken_charge:R:1
H 1.643 0.717 1.321 -0.5955 0.3471 -0.3644 0.27
H 0.333 3.148 1.779 -1.8700 2.5932 -0.0499 0.22
H 0.021 1.250 0.662 0.9241 0.4824 0.7013 0.28
H 3.206 2.475 1.846 -0.3367 1.2006 0.8830 0.23
H 1.532 1.777 -0.063 0.1502 0.4567 -0.2546 0.29
H 2.603 4.083 2.712 0.2122 -0.6820 -0.3702 0.27
H -3.433 -3.260 -2.406 0.7333 -0.8943 0.4637 0.26
N -2.022 -3.150 -0.900 -3.0393 0.4088 0.8054 -0.37
C -2.631 -3.936 -1.985 -1.8314 -0.3637 0.5213 -0.70
C 1.071 1.582 0.903 0.3803 -0.9085 0.7776 -0.84
H -3.170 -4.896 -1.694 0.9274 1.3216 0.2973 0.23
C -1.454 -2.094 -1.264 2.1067 -0.0642 0.4468 -0.13
H -2.022 -4.199 -2.805 1.3089 -0.1561 -1.0624 0.33
N 1.159 2.683 1.895 2.7136 -2.2121 -0.6025 -0.34
H -0.780 -2.251 -2.084 -0.0851 0.9940 -1.7501 0.23
H 2.742 3.840 0.906 -0.3367 0.2914 0.3455 0.26
C 2.510 3.365 1.879 -1.2449 -1.5706 -1.0668 -0.64
H -1.307 -1.135 -0.704 -0.1171 -1.2444 0.2791 0.15
```
Positions in Å, forces in eV/Å.

Summary:
- energy relative to the best compared isomer or geometry (same formula, charge and spin) (eV) = 3.340
- 2S+1 = 1



2.
Formula: C23H32BrF2N4O14S
Source: OMol25
Level of theory: ωB97M-V/def2-TZVPD

XYZ file:
```
77
Properties=species:S:1:pos:R:3:forces:R:3:mulliken_charge:R:1
C -4.453 -0.789 2.073 0.1919 -0.0086 -0.2678 0.04
H -3.607 -2.672 1.569 0.0212 0.1071 -0.0659 0.22
H -0.503 -0.078 -2.220 0.6575 -0.1432 0.2397 0.88
H -6.664 0.822 3.848 0.0246 0.0225 -0.0325 0.27
F 4.790 2.047 -2.835 -0.0045 -0.4326 0.4168 -0.20
C -4.527 -2.320 2.042 -0.1416 -0.0489 0.2019 0.57
H -2.345 0.555 -0.303 0.0132 0.0770 0.1114 0.40
H 4.071 -0.064 -2.262 -0.2763 0.0191 -0.3016 0.74
H 3.074 2.345 1.494 -0.5689 -0.0334 -0.1162 0.31
O 2.758 2.894 -0.992 0.1212 -0.2587 0.3247 -0.44
H -3.869 -2.511 4.103 -0.0018 0.0072 -0.0036 0.33
C 5.269 -0.010 2.198 -0.1532 -0.4918 -0.0332 -1.52
N -3.692 -1.073 -1.809 -0.3098 -0.2647 -0.3849 -0.29
C 1.537 -3.258 -1.505 0.5916 -2.5576 -0.7992 0.56
H -3.672 -0.442 2.762 -0.0396 -0.0621 0.0887 0.47
C 3.731 -0.742 -1.481 0.3630 -0.2890 -0.4149 0.46
H 1.092 2.778 0.565 0.3787 -0.4940 0.0988 -0.01
O -0.173 -2.298 1.383 0.3449 0.6076 0.3832 -0.84
C 1.852 0.690 -0.692 -0.4733 -1.1989 -0.0907 0.42
O -5.684 -0.137 2.352 0.0915 0.0460 0.1118 -0.46
H -4.639 -0.745 -1.640 0.1007 0.2516 0.4169 0.27
N -5.657 -2.800 1.240 -0.0036 0.1990 -0.1007 -0.71
C -0.613 0.843 -1.661 -1.2996 -0.3755 -0.5880 -1.28
H -4.163 -0.452 1.075 -0.0663 0.0016 -0.0193 -0.32
S -0.084 -1.605 0.134 -0.5398 -2.5544 0.9610 1.88
H -4.383 -4.024 3.357 -0.0218 -0.0040 -0.0435 0.39
N 2.525 1.778 -2.967 0.5198 0.0603 1.0894 0.35
C -6.019 -0.048 3.721 -0.1778 0.0384 -0.1295 -0.67
H 4.204 1.504 0.496 -0.1032 -0.1176 -0.3091 0.44
O -0.124 -0.059 0.532 0.4028 -0.1949 -0.8323 -0.60
C 0.296 0.934 -0.453 0.1374 0.2132 0.8040 0.64
O -2.776 0.213 -3.488 0.2201 -0.4377 0.0110 -0.60
O -0.236 4.622 -0.085 0.1676 0.5901 0.4850 -0.57
Br 2.708 -2.434 0.970 -0.0904 0.3917 -0.0279 0.05
H -1.047 4.483 -1.964 0.2829 -0.0674 -0.7071 0.34
C -4.599 -2.958 3.426 0.0858 -0.0759 0.0727 -1.57
H 6.073 0.706 2.349 -0.0441 0.2301 0.0322 0.37
O 2.332 0.556 0.621 0.2165 0.6797 -0.0976 0.00
H -3.797 -1.723 -2.585 0.0439 -0.1114 0.0202 0.28
F 4.293 -2.649 -2.896 -0.4332 0.3922 -0.5343 -0.25
H 5.372 -0.420 1.195 -0.0831 -0.1813 -0.0307 0.30
C 1.604 -1.932 -0.573 0.1747 0.2473 0.6668 -0.22
H -2.516 1.844 -1.551 -0.1795 0.1612 0.3661 0.66
H 3.165 -0.057 2.785 0.0294 -0.2835 -0.2056 0.47
O 3.676 3.216 -4.308 0.1199 -0.0160 -0.2618 -0.57
C -0.255 4.028 -1.387 -0.9366 0.4998 0.7828 -0.65
C -2.136 0.851 -1.325 -0.0012 0.1392 -0.0590 -0.85
C -2.883 -0.028 -2.305 0.0355 0.6211 -0.3144 -0.24
C 2.069 -1.007 -3.732 -0.0920 -0.1355 1.3390 0.68
H -6.494 -2.332 1.579 -0.0230 -0.0651 0.0507 0.34
O 2.462 -4.091 -1.280 -1.0773 1.7242 -0.1335 -0.76
O 5.306 -2.448 -0.992 0.3983 0.0787 0.0286 -0.51
O 0.618 -3.331 -2.332 0.5059 0.6871 0.6748 -0.65
H -5.550 -2.458 0.289 0.1028 -0.1511 -0.0409 0.27
H 0.723 3.835 -1.788 0.0677 0.0450 -0.3071 0.28
H 1.750 2.280 -3.387 -0.3045 -0.3922 -0.1098 0.33
C 0.177 2.223 0.396 -1.4081 1.5226 -0.3035 -0.97
H -5.131 0.082 4.346 0.0171 -0.0587 0.0108 0.30
H -0.467 1.617 -2.409 0.4219 0.2544 0.1363 0.61
O 4.108 1.650 3.435 0.1255 0.0152 0.1385 -0.60
H 5.397 -0.826 2.905 0.1810 -0.0610 0.0349 0.32
N 1.537 -0.793 -2.675 0.1656 0.5912 0.3132 -0.30
O -1.139 -1.986 -0.748 0.1898 1.3109 -0.8430 -0.62
H -1.790 3.173 -0.091 -0.1768 0.2766 0.2656 0.73
O 2.588 -1.203 -4.735 0.3564 -0.1087 -1.7920 -0.54
C 4.484 -2.034 -1.736 0.2480 -0.4903 0.8539 -0.12
H 3.470 1.517 4.139 -0.0879 0.0006 -0.0283 0.36
H -0.300 2.036 1.355 0.4556 -0.6614 0.2133 0.63
H -6.577 -0.928 4.051 0.0900 -0.0191 0.1196 0.24
C 2.196 -0.709 -1.378 -0.6409 -0.2122 -0.0485 1.07
C -0.724 3.321 -0.183 0.7841 -1.2955 -1.0595 0.12
C 2.423 1.855 -1.487 -0.0320 0.5117 -0.5433 -1.17
H 4.206 -0.365 -0.587 -0.2695 -0.0935 0.3499 -0.84
C 3.661 2.417 -3.431 -0.3285 0.8895 -0.7839 0.56
C 3.918 0.639 2.424 -0.1779 0.6527 0.1604 -0.02
H -5.589 -2.859 3.874 -0.0194 0.0529 -0.0317 0.32
C 3.362 1.344 1.175 1.1407 0.2312 0.4215 -0.29
```
Positions in Å, forces in eV/Å.

Summary:
- net charge = -1
- E (hartree) = -5339.91794
- 2S+1 = 1